Entry 1:
ORCA calculation (ωB97M-V with the def2-TZVPD basis set) on an isolated ion of composition C6H14N4 and charge +2 at a distorted geometry.

Values from the calculation:
Gap between HOMO and LUMO in eV: 10.50
M in g/mol: 142.21
Highest occupied orbital energy in eV: -18.8
LUMO energy in eV: -8.3
Net charge: +2
SMILES: Cc1[nH][n+](C(C)C)c[n+]1N
Relative energy (zero: lowest compared OMol25 entry of this formula, charge and spin) in eV: 4.321
F_max in eV/A: 5.848

Geometry as XYZ:
```
24
Properties=species:S:1:pos:R:3:forces:R:3
C 0.822037 -0.162947 -2.995127 0.268 -0.888 0.473
C 0.168666 0.123284 -1.728168 -1.526 -0.277 -0.741
N 0.629440 0.202962 -0.506341 4.019 -0.192 1.323
N -0.364865 0.375884 0.385629 2.333 0.898 -0.817
C -0.121433 0.308026 1.824877 -0.099 2.733 1.991
C 1.375768 0.552194 2.116867 0.421 -0.507 0.659
C -0.545336 -1.039608 2.250262 4.722 0.601 1.965
C -1.435427 0.494872 -0.274937 -2.522 -1.175 -2.903
N -1.180572 0.287482 -1.647311 0.541 0.516 1.193
N -2.125847 0.093791 -2.688364 0.021 -0.275 1.090
H 0.497883 -1.134657 -3.381816 -0.530 0.420 -0.350
H 0.718587 0.696867 -3.590047 -0.766 0.852 -1.509
H 1.869065 -0.262910 -2.962539 1.491 -0.152 0.757
H 1.697952 0.214702 -0.178333 -3.026 -0.128 -0.791
H -0.738522 1.169078 2.329597 0.916 -1.602 -1.180
H 1.879167 -0.465447 1.962837 -0.071 1.661 0.086
H 1.522289 0.832806 3.201283 -0.369 -0.555 -1.096
H 1.822858 1.432940 1.586723 -0.295 -0.905 0.140
H -0.014165 -1.786708 1.719485 1.214 -0.756 -0.561
H -1.458642 -1.291719 2.043861 -5.763 -0.881 -0.461
H -0.246814 -1.134457 3.294209 -0.537 -0.260 0.081
H -2.381214 0.456988 0.212971 -0.800 0.445 -0.079
H -2.919180 0.676972 -2.496501 -0.492 0.264 0.086
H -1.845559 0.220319 -3.665093 0.850 0.164 0.642
```
Forces are in eV/Å.

Entry 2:
ORCA calculation (ωB97M-V with the def2-TZVPD basis set) on an isolated ion of composition C6H14N5 and charge +1 at a distorted geometry.

Values from the calculation:
Gap between HOMO and LUMO in eV: 9.61
M in g/mol: 156.21
Highest occupied orbital energy in eV: -13.1
LUMO energy in eV: -3.5
Net charge: +1
SMILES: CC(C)[C@@]1(N)N=CNC(=[NH2+])N1
Relative energy (zero: lowest compared OMol25 entry of this formula, charge and spin) in eV: 2.905
F_max in eV/A: 5.062

Geometry as XYZ:
```
25
Properties=species:S:1:pos:R:3:forces:R:3
C -1.890071 -0.566683 -1.061613 -0.026 -0.613 0.533
C -1.407283 -0.227617 0.338901 -4.176 0.584 1.002
C -1.843844 -1.249878 1.389246 -0.910 -2.082 1.066
C -0.020619 0.216808 0.524614 0.485 4.062 2.981
N 0.058123 1.604159 1.705865 1.323 -3.079 -3.248
N 0.841950 -0.655108 1.135545 -0.053 -0.931 1.130
C 1.999835 -0.806301 0.719329 -1.102 0.778 -1.789
N 2.448860 -0.297918 -0.506413 -1.029 0.855 -0.305
C 1.673495 0.590883 -1.182873 -0.560 -0.743 1.486
N 2.014989 1.076684 -2.344654 4.164 -1.899 -1.620
N 0.488027 0.908336 -0.622996 1.308 -0.971 -0.676
H -2.888651 -0.974963 -0.991049 -0.075 -0.426 0.063
H -1.252561 -1.209786 -1.606562 0.670 -1.306 -0.351
H -1.998567 0.241787 -1.719734 -0.026 1.725 -0.612
H -2.130928 0.608628 0.616574 1.229 -0.315 -0.370
H -1.702120 -0.924087 2.401172 0.265 0.961 0.530
H -1.229681 -2.159041 1.448198 -0.148 0.013 -0.732
H -2.945558 -1.610422 1.464568 1.720 0.928 -1.068
H -0.858866 1.964138 1.676444 -1.390 0.358 0.693
H 0.293023 1.116979 2.555262 -0.427 0.084 0.531
H 2.657535 -1.412549 1.201228 2.003 -1.616 1.372
H 3.305413 -0.634890 -0.871506 0.698 -0.138 -0.490
H 2.884492 0.816501 -2.978818 -2.472 0.680 2.341
H 1.462141 1.786679 -2.657208 -1.689 2.169 -1.471
H 0.040866 1.797662 -0.633520 0.216 0.920 -0.996
```
Forces are in eV/Å.

Entry 3:
ORCA calculation (ωB97M-V with the def2-TZVPD basis set) on a 2-piece molecular cluster, C6H14N5 overall at a distorted geometry.

Values from the calculation:
Gap between HOMO and LUMO in eV: 8.80
M in g/mol: 156.21
Highest occupied orbital energy in eV: -11.7
LUMO energy in eV: -2.9
Net charge: +1
Relative energy (zero: lowest compared OMol25 entry of this formula, charge and spin) in eV: 1.927
F_max in eV/A: 4.515

Geometry as XYZ:
```
25
Properties=species:S:1:pos:R:3:forces:R:3
C -0.200692 0.365055 -2.214673 0.310 0.591 -3.241
C 1.631538 -1.113710 -1.757462 -0.524 -2.036 -0.856
N 1.064666 -0.296035 -2.666362 -0.121 -0.607 2.652
N 0.916773 -1.875496 -0.883955 -0.214 1.999 -1.451
N 2.889574 -1.506155 -1.888905 4.203 -0.195 0.881
H 1.464911 -0.239182 -3.586174 0.080 0.304 -0.015
H -0.080137 -1.746464 -0.990397 -0.030 -0.210 0.898
H 1.354494 -2.072965 -0.006406 -0.319 -0.241 0.419
H 3.669199 -0.878048 -2.088158 -1.013 0.574 -0.781
H 3.412218 -2.188927 -1.277820 -2.082 0.382 -0.639
H -0.342059 1.217166 -2.953023 0.065 -0.808 1.212
H -0.061197 0.720272 -1.201863 -0.499 -0.157 0.064
H -1.029089 -0.333364 -2.440842 0.140 0.457 0.755
C 0.668884 0.486586 2.439120 -2.705 -0.591 -0.843
C -1.898910 1.190414 2.875281 -2.274 -1.411 -2.072
C -0.885725 0.636307 2.152316 4.446 0.759 0.223
C -2.384000 0.955586 0.694651 -0.799 -2.627 0.887
N -2.969171 1.115729 1.942013 1.658 1.798 -0.780
N -1.125847 0.553815 0.792723 -1.706 0.446 1.212
H -2.217883 1.573591 3.819491 0.854 -0.241 0.702
H -3.826778 1.630833 2.052245 -0.202 -0.103 0.105
H 1.066977 -0.142635 1.632493 -0.130 0.319 0.024
H 0.862915 -0.069310 3.338566 0.345 0.568 0.729
H -2.986230 0.516784 -0.081587 -0.372 0.917 -0.714
H 1.005566 1.500154 2.298730 0.889 0.115 0.629
```
Forces are in eV/Å.

Entry 4:
ORCA calculation (ωB97M-V with the def2-TZVPD basis set) on a 2-piece molecular cluster, C6H14N6 overall at a distorted geometry.

Values from the calculation:
Gap between HOMO and LUMO in eV: 9.70
M in g/mol: 170.22
Highest occupied orbital energy in eV: -8.7
LUMO energy in eV: 1.0
Net charge: 0
SMILES: C[C@@H]1CCCN1.Nc1nn[nH]n1
Relative energy (zero: lowest compared OMol25 entry of this formula, charge and spin) in eV: 0.000
F_max in eV/A: 1.727

Geometry as XYZ:
```
26
Properties=species:S:1:pos:R:3:forces:R:3
C 1.104003 -1.666903 -1.049825 0.549 0.157 -0.092
C 0.024923 -1.467210 0.005021 0.147 -0.573 -0.414
C 0.387417 -0.582921 1.183774 0.746 0.339 0.290
C -0.284838 -1.252543 2.404827 0.517 0.129 0.249
C -1.083810 -2.421196 1.838275 0.460 -0.505 0.388
N -0.287754 -2.760268 0.655456 -0.443 0.436 -0.248
H 1.377046 -0.715767 -1.523895 -0.169 -0.133 0.070
H 2.027921 -2.094540 -0.627847 -0.370 0.131 0.123
H 0.784241 -2.357056 -1.838212 -0.131 0.115 0.093
H -0.847296 -1.030192 -0.501922 -0.206 -0.119 0.058
H 0.098127 0.468909 1.040379 -0.006 -0.374 -0.022
H 1.487183 -0.597438 1.310413 -0.470 0.105 -0.025
H 0.508400 -1.663340 3.038955 -0.206 0.121 0.039
H -0.864405 -0.555708 3.006100 -0.140 -0.045 0.006
H -1.073017 -3.280393 2.547555 -0.316 0.555 -0.493
H -2.115165 -2.122170 1.606075 0.002 -0.092 0.000
H -0.820147 -3.333618 0.014772 0.033 -0.211 -0.035
N -1.283359 2.752654 -2.629220 -0.670 0.172 0.289
C -0.323082 2.865347 -1.645211 -0.037 -0.269 -1.705
N 0.744668 2.024192 -1.588801 0.120 0.068 -0.490
N 1.539765 2.518459 -0.692235 -0.335 -0.264 0.582
N 0.922137 3.562378 -0.206972 0.343 0.259 0.374
N -0.232465 3.846959 -0.793011 -0.342 0.438 0.702
H -1.002723 2.351285 -3.516996 -0.047 0.168 0.482
H -2.025548 3.460784 -2.656569 0.842 -0.593 0.024
H 1.237780 4.050296 0.619115 0.127 -0.015 -0.244
```
Forces are in eV/Å.

Entry 5:
ORCA calculation (ωB97M-V with the def2-TZVPD basis set) on one molecule with the formula C6H14NO at a distorted geometry.

Values from the calculation:
Multiplicity: 2
Gap between HOMO and LUMO (spin up / spin down) in eV: 9.80 / 7.00
M in g/mol: 116.18
Highest occupied orbital energy (spin up / spin down) in eV: -8.8 / -8.7
LUMO energy (spin up / spin down) in eV: 1.0 / -1.7
Net charge: 0
Relative energy (zero: lowest compared OMol25 entry of this formula, charge and spin) in eV: 1.011
F_max in eV/A: 2.677

Geometry as XYZ:
```
22
Properties=species:S:1:pos:R:3:forces:R:3
C -2.058965 0.903215 0.977578 -1.351 -1.081 -1.433
C -0.954310 0.204796 0.207364 2.544 0.755 0.359
C 0.467195 0.289803 0.909261 -1.274 0.491 -0.916
C 1.538956 -0.474510 0.140180 -0.974 -0.819 0.583
C 2.798643 -0.622236 0.984705 0.597 -0.299 -0.068
N -0.765600 0.622761 -1.178844 -0.930 -0.390 -0.734
C -1.156102 -0.382461 -2.225639 0.425 1.452 1.717
O -1.963112 -1.364430 -1.822293 0.286 0.031 -0.675
H -1.957613 0.595598 2.025514 -0.626 0.445 -0.213
H -2.969745 0.527533 0.446898 0.144 -0.483 1.139
H -2.307685 1.942675 0.782581 1.252 0.621 0.487
H -1.179263 -0.850782 0.205570 -0.279 -0.328 -0.057
H 0.719944 1.348614 1.034122 0.132 -0.061 0.075
H 0.369917 -0.165555 1.894375 0.087 0.048 0.228
H 1.765012 -0.150618 -0.870706 -0.019 0.879 0.122
H 1.047534 -1.445248 -0.084613 0.593 -0.044 0.379
H 2.767017 -1.464004 1.694581 -0.038 0.007 -0.509
H 3.630603 -0.734020 0.278585 0.173 -0.224 0.549
H 3.027623 0.229581 1.643493 -0.277 0.136 -0.534
H -1.088900 1.564041 -1.367612 -0.137 -0.219 0.021
H -0.171622 -0.716850 -2.576915 -0.015 -0.929 -0.315
H -1.559528 0.142105 -3.098179 -0.311 0.012 -0.206
```
Forces are in eV/Å.